## A
10
Properties=species:S:1:pos:R:3 method="wB97M-V/def2-TZVPD" homo_ev=-8.57 homo_lumo_gap_ev=8.00
C -0.7054 -0.4389 0.0622
C 1.4640 -2.0601 -0.6670
C 0.5582 -1.1619 -0.4854
C 0.0801 1.1425 -0.1166
C -0.5923 0.5646 1.1003
C 0.7252 0.2898 -0.9521
H -1.5911 -0.4474 -0.4082
H -1.3777 1.1613 1.3864
H 0.1477 0.3539 1.8965
H 1.2915 0.5963 -1.8160


## B
10
Properties=species:S:1:pos:R:3 method="wB97M-V/def2-TZVPD" homo_ev=-8.08 homo_lumo_gap_ev=9.09
C -1.5313 -0.8772 -0.9737
C -0.6181 -0.2389 -1.5995
C 0.8604 -0.5362 0.8128
C -0.4580 -0.4696 0.0421
C -0.3510 0.3550 1.2787
C 0.5962 0.7562 0.1805
H 1.6335 -1.3239 1.1927
H -0.0970 0.0699 -2.5186
H -0.8330 0.7214 2.1550
H 0.7985 1.5432 -0.5699


## C
10
Properties=species:S:1:pos:R:3 method="wB97M-V/def2-TZVPD" homo_ev=-7.33 smiles="C1=C2C3=C[C@@]23C1" homo_lumo_gap_ev=8.06
C -1.0246 0.4317 -0.8724
C -1.0674 -0.9471 -0.9613
C -0.7057 -2.1976 -0.3802
C 0.7299 -2.0830 -0.0303
C 0.2633 -0.8802 0.2156
C -0.1374 0.5862 0.3056
H -1.5430 1.0873 -1.4949
H 1.5795 -2.7320 0.0935
H 0.8694 1.0741 0.2097
H -0.7238 1.1517 1.1130


## D
10
Properties=species:S:1:pos:R:3 method="wB97M-V/def2-TZVPD" homo_ev="-8.83 / -8.83" homo_lumo_gap_ev="9.06 / 9.06"
C 1.4900 -0.6257 -0.2642
C 0.3237 -1.1155 -0.1721
C -1.5470 0.1600 -0.4346
C -0.5711 0.6306 0.3512
C 1.3784 0.7299 0.1545
C -0.9565 -0.9108 0.3693
H -2.1582 0.1084 -1.3130
H 1.9593 1.0596 1.0001
H 1.4586 1.3829 -0.7928
H -1.3772 -1.4195 1.1017


Relative energies, unit eV: A 0.504; B 1.166; C 0.000; D 0.605